--- P ---
{
  "formula": "C2H3N3O2",
  "method": "the ωB97M-V functional and the def2-TZVPD basis",
  "e_lumo_ev": [-1.47, -0.32],
  "orbital_gap_ev": [7.38, 9.11],
  "e_homo_ev": [-8.8, -9.4],
  "species": ["C", "C", "N", "N", "N", "O", "O", "H", "H", "H"],
  "positions_angstrom": [[1.42, 0.16, 0.16], [-0.68, 0.09, 1.33], [2.23, 0.42, -0.73], [0.51, -0.34, 0.82], [-0.07, -0.37, -1.88], [0.91, 0.04, -2.25], [-1.16, -0.73, -1.97], [-1.57, -0.34, 0.88], [-0.73, -0.24, 2.31], [-0.86, 1.31, 1.34]]
}


--- Q ---
{
  "formula": "C2H3N3O2",
  "method": "the ωB97M-V functional and the def2-TZVPD basis",
  "e_lumo_ev": -1.19,
  "orbital_gap_ev": 9.49,
  "e_homo_ev": -10.7,
  "species": ["C", "C", "N", "N", "N", "O", "O", "H", "H", "H"],
  "positions_angstrom": [[-0.70, 1.35, -0.13], [0.07, 0.14, -0.19], [-1.23, 2.33, 0.06], [1.33, 0.13, 0.31], [-0.78, -1.05, 0.01], [-1.97, -0.88, -0.22], [-0.17, -2.09, 0.26], [0.26, 0.19, -1.76], [1.28, 0.61, 1.33], [1.93, -0.72, 0.34]]
}


--- R ---
{
  "formula": "C2H3N3O2",
  "method": "the ωB97M-V functional and the def2-TZVPD basis",
  "e_lumo_ev": [-0.34, -0.34],
  "orbital_gap_ev": [8.39, 8.39],
  "e_homo_ev": [-8.7, -8.7],
  "species": ["C", "C", "N", "N", "N", "O", "O", "H", "H", "H"],
  "positions_angstrom": [[0.92, -0.24, -1.31], [-0.70, -0.55, 0.44], [-1.68, -0.64, -0.23], [1.68, 0.62, -0.91], [-0.38, 0.06, 1.66], [2.25, 1.41, -0.25], [-2.42, -0.98, -1.17], [0.46, -0.52, -2.21], [0.50, -0.21, 2.11], [-0.62, 1.03, 1.86]]
}


--- S ---
{
  "formula": "C2H3N3O2",
  "method": "the ωB97M-V functional and the def2-TZVPD basis",
  "e_lumo_ev": 0.50,
  "orbital_gap_ev": 10.76,
  "e_homo_ev": -10.3,
  "species": ["C", "C", "H", "H", "H", "N", "N", "N", "O", "O"],
  "positions_angstrom": [[1.85, -0.20, -0.01], [-0.17, 0.79, -0.03], [-2.02, -0.22, -0.66], [-2.04, -0.48, 0.87], [2.90, -0.15, -0.31], [-1.63, -1.03, -0.02], [-0.27, -0.44, 0.24], [0.95, -1.14, -0.14], [1.34, 1.03, 0.17], [-0.92, 1.82, -0.10]]
}


Name the most stable of them. S.


--- P ---
{
  "formula": "C2H3N3O2",
  "method": "the ωB97M-V functional and the def2-TZVPD basis",
  "e_lumo_ev": 0.37,
  "orbital_gap_ev": 10.34,
  "e_homo_ev": -10.0,
  "species": ["C", "C", "H", "H", "H", "N", "N", "N", "O", "O"],
  "positions_angstrom": [[1.23, -0.88, 0.55], [-1.18, 1.25, -0.83], [2.08, -0.35, 0.03], [1.21, -1.97, 0.32], [1.29, -0.69, 1.60], [-0.02, -0.28, 0.05], [-1.21, -0.49, 0.49], [-1.97, 0.36, -0.05], [-1.49, 2.19, -1.44], [0.07, 0.86, -0.72]]
}


--- Q ---
{
  "formula": "C2H3N3O2",
  "method": "the ωB97M-V functional and the def2-TZVPD basis",
  "e_lumo_ev": 0.75,
  "orbital_gap_ev": 9.37,
  "e_homo_ev": -8.6,
  "species": ["C", "C", "H", "H", "H", "N", "N", "N", "O", "O"],
  "positions_angstrom": [[0.87, -1.08, 0.98], [-0.80, -0.02, -0.05], [1.18, 1.96, -1.46], [1.28, -1.69, 1.78], [-2.82, 0.22, 0.31], [0.54, 0.38, -0.54], [1.50, -0.40, 0.04], [-1.92, 0.36, -0.42], [0.63, 1.10, -1.69], [-0.46, -0.84, 1.06]]
}


Name the most stable of them. P.


--- P ---
{
  "formula": "C2H3N3O2",
  "method": "the ωB97M-V functional and the def2-TZVPD basis",
  "e_lumo_ev": -0.16,
  "orbital_gap_ev": 8.82,
  "e_homo_ev": -9.0,
  "species": ["C", "C", "H", "H", "H", "N", "N", "N", "O", "O"],
  "positions_angstrom": [[0.40, -0.14, -0.05], [-1.53, 0.91, 0.00], [1.91, 1.15, 0.28], [-2.37, 1.66, -0.22], [-0.84, -2.06, -0.16], [1.50, -0.73, -0.10], [-0.21, 1.15, 0.11], [-0.74, -1.00, 0.32], [2.46, 0.29, -0.05], [-1.93, -0.46, -0.18]]
}


--- Q ---
{
  "formula": "C2H3N3O2",
  "method": "the ωB97M-V functional and the def2-TZVPD basis",
  "e_lumo_ev": -0.41,
  "orbital_gap_ev": 9.41,
  "e_homo_ev": -9.8,
  "species": ["C", "C", "H", "H", "H", "N", "N", "N", "O", "O"],
  "positions_angstrom": [[-0.90, -0.46, -0.54], [1.09, -0.46, 0.12], [-1.48, 2.25, 0.46], [-1.76, -0.47, -1.01], [2.23, -2.01, 0.25], [-0.88, 0.61, 0.39], [0.23, -1.03, -0.70], [2.17, -1.01, 0.61], [-1.27, 1.82, -0.29], [0.57, 0.75, 0.70]]
}


Name the most stable of them. Q.


--- P ---
{
  "formula": "C24H31N2",
  "method": "the ωB97M-V functional and the def2-TZVPD basis",
  "e_lumo_ev": -4.92,
  "orbital_gap_ev": 5.36,
  "total_charge": 1,
  "e_homo_ev": -10.3,
  "species": ["C", "C", "N", "C", "C", "C", "C", "C", "C", "C", "C", "C", "C", "C", "C", "C", "C", "C", "C", "H", "H", "H", "H", "H", "H", "H", "H", "H", "H", "H", "H", "H", "H", "H", "H", "H", "H", "C", "C", "C", "C", "C", "C", "N", "H", "H", "H", "H", "H", "H", "H", "H", "H", "H", "H", "H", "H"],
  "positions_angstrom": [[-1.79, 3.56, 2.15], [-1.75, 2.10, 2.02], [-2.86, 1.33, 2.10], [-4.21, 1.85, 2.17], [-2.52, -0.03, 2.03], [-1.12, -0.10, 1.86], [-0.51, -1.33, 1.69], [-1.30, -2.49, 1.68], [-2.70, -2.41, 1.84], [-3.33, -1.16, 2.01], [-0.60, 1.26, 1.85], [0.71, 1.65, 1.58], [1.89, 0.89, 1.85], [2.01, -0.10, 2.88], [3.14, -0.89, 2.98], [4.20, -0.76, 2.07], [5.31, -1.76, 2.07], [4.16, 0.30, 1.15], [3.06, 1.14, 1.08], [-0.76, 3.92, 2.19], [-2.28, 4.03, 1.28], [-2.31, 3.91, 3.06], [-4.91, 1.01, 2.15], [-4.39, 2.43, 3.09], [-4.43, 2.51, 1.32], [0.58, -1.38, 1.60], [-0.82, -3.46, 1.54], [-3.28, -3.33, 1.82], [-4.42, -1.08, 2.12], [0.85, 2.66, 1.19], [1.18, -0.22, 3.59], [3.21, -1.66, 3.76], [6.05, -1.51, 1.30], [5.82, -1.81, 3.05], [4.91, -2.77, 1.86], [5.01, 0.44, 0.47], [3.08, 2.02, 0.43], [2.39, -0.90, -2.29], [1.55, 0.30, -2.75], [2.41, 1.57, -2.73], [1.01, -0.03, -4.17], [-0.43, -0.53, -3.96], [-0.85, -0.02, -2.57], [0.35, 0.49, -1.97], [3.23, -1.03, -2.98], [2.79, -0.76, -1.28], [1.78, -1.81, -2.32], [3.26, 1.46, -3.41], [1.80, 2.42, -3.06], [2.78, 1.78, -1.71], [1.01, 0.87, -4.79], [1.63, -0.79, -4.66], [-1.09, -0.16, -4.74], [-0.46, -1.62, -3.95], [-1.61, 0.78, -2.70], [-1.33, -0.81, -1.97], [0.40, 0.63, -0.98]]
}


--- Q ---
{
  "formula": "C24H31N2",
  "method": "the ωB97M-V functional and the def2-TZVPD basis",
  "e_lumo_ev": -4.48,
  "orbital_gap_ev": 6.98,
  "total_charge": 1,
  "e_homo_ev": -11.5,
  "species": ["C", "N", "C", "C", "C", "C", "C", "C", "C", "C", "C", "C", "C", "C", "C", "C", "C", "C", "H", "H", "H", "H", "H", "H", "H", "H", "H", "H", "H", "H", "H", "H", "H", "H", "C", "C", "C", "C", "C", "C", "C", "N", "H", "H", "H", "H", "H", "H", "H", "H", "H", "H", "H", "H", "H", "H", "H"],
  "positions_angstrom": [[-0.44, 1.83, -4.18], [-0.60, 1.56, -2.76], [0.37, 1.05, -1.97], [-0.11, 0.94, -0.65], [0.68, 0.60, 0.49], [0.19, 1.06, 1.82], [0.00, 2.46, 1.99], [-0.37, 2.99, 3.20], [-0.54, 2.17, 4.32], [-0.88, 2.83, 5.62], [-0.40, 0.79, 4.16], [-0.04, 0.23, 2.93], [-1.50, 1.37, -0.68], [-2.48, 1.58, 0.29], [-3.63, 2.30, -0.07], [-3.84, 2.76, -1.38], [-2.89, 2.49, -2.38], [-1.76, 1.80, -2.01], [-1.36, 2.26, -4.56], [0.38, 2.54, -4.35], [-0.20, 0.90, -4.73], [1.37, 0.86, -2.36], [1.74, 0.89, 0.36], [0.14, 3.12, 1.13], [-0.52, 4.07, 3.30], [-0.70, 2.18, 6.48], [-0.28, 3.74, 5.75], [-1.93, 3.14, 5.64], [-0.55, 0.13, 5.02], [0.04, -0.85, 2.79], [-2.35, 1.17, 1.29], [-4.38, 2.51, 0.70], [-4.73, 3.34, -1.61], [-3.00, 2.83, -3.41], [0.90, -4.47, -2.34], [0.45, -3.17, -1.68], [-0.12, -2.21, -2.71], [1.65, -2.60, -0.91], [2.31, -3.57, 0.06], [2.98, -2.68, 1.12], [2.45, -1.26, 0.89], [1.38, -1.35, -0.13], [1.81, -4.30, -2.94], [1.14, -5.24, -1.60], [0.14, -4.88, -3.01], [-0.35, -3.40, -0.95], [0.67, -1.71, -3.29], [-0.75, -2.75, -3.43], [-0.74, -1.45, -2.24], [2.40, -2.36, -1.69], [1.57, -4.25, 0.51], [3.05, -4.18, -0.48], [2.73, -3.01, 2.13], [4.07, -2.68, 1.00], [2.05, -0.84, 1.81], [3.26, -0.60, 0.55], [1.54, -0.65, -0.86]]
}


Name the most stable of them. P.